Record 1
20
Properties=species:S:1:pos:R:3 method="wB97M-V/def2-TZVPD" homo_lumo_gap_ev=7.981 homo_energy_ev=-7.53 smiles="NC1=Nc2ccccc2CN1" fmax_ha_per_bohr=0.1506
N 3.2595 -0.9828 -0.2658
C 1.9745 -0.3400 0.2955
N 1.0335 -1.2108 0.6992
C -0.1923 -0.7721 0.3505
C -1.3727 -1.6179 0.1379
C -2.5981 -1.1344 -0.1047
C -2.7602 0.1578 -0.0578
C -1.7788 1.1371 -0.1127
C -0.5094 0.5816 0.2627
C 0.5627 1.6220 0.3572
N 1.7986 0.9733 -0.0256
H 3.2639 -1.9565 -0.9231
H 3.6215 -0.4464 -0.9933
H -1.2556 -2.6609 0.4413
H -3.2959 -2.0028 -0.4646
H -3.6423 0.7193 -0.2863
H -1.8722 2.1434 -0.2158
H 0.4839 1.6947 1.5982
H 0.4859 2.5277 -0.3685
H 2.7935 1.5678 -0.3244

Record 2
7
Properties=species:S:1:pos:R:3 method="wB97M-V/def2-TZVPD" homo_lumo_gap_ev="4.571 / 4.570" homo_energy_ev="-3.41 / -3.41" charge=-1 fmax_ha_per_bohr=0.0780
C 0.7587 1.9081 -1.9233
O -0.1626 -0.5007 1.8422
O 0.1405 1.1282 -1.2999
O -1.3653 -1.5344 -0.0814
O -2.1510 0.4920 0.9904
S -1.1046 -0.3931 0.7702
I 2.7870 2.7486 -0.7810

Record 3
62
Properties=species:S:1:pos:R:3 method="wB97M-V/def2-TZVPD" homo_lumo_gap_ev=8.808 homo_energy_ev=-8.13 smiles="CCOC(=O)N1CCN(Cc2nc3c(c(=O)n(C)c(=O)n3C)n2CCC(C)C)CC1" fmax_ha_per_bohr=0.0281
C 5.4961 0.4590 0.1832
C 4.1649 -0.2632 0.2692
O 3.3388 0.1873 -0.8088
C 2.1632 -0.4664 -0.9354
O 1.7491 -1.2621 -0.1198
N 1.5149 -0.1711 -2.0807
C 1.8875 0.8561 -3.0211
C 0.7851 1.9276 -3.0993
N -0.5645 1.3667 -3.0674
C -1.3912 1.8140 -1.9582
C -0.8619 1.4704 -0.6016
N 0.2839 1.9708 -0.1646
C 0.4986 1.3818 1.0273
C -0.5381 0.5203 1.3391
C -0.5313 -0.2641 2.5338
O -1.3908 -1.0322 2.9249
N 0.6347 -0.0509 3.2753
C 0.7581 -0.8592 4.4773
C 1.6808 0.8117 2.9902
O 2.6521 0.9090 3.7133
N 1.5617 1.5730 1.8488
C 2.5700 2.5511 1.5046
N -1.4170 0.6027 0.2784
C -2.7064 -0.0476 0.2609
C -2.6074 -1.5275 -0.1143
C -3.9066 -2.3114 0.1175
C -5.0240 -1.8525 -0.8180
C -4.3595 -2.2489 1.5754
C -0.5835 -0.0530 -3.3284
C 0.2853 -0.8829 -2.3715
H 6.1353 0.1305 0.9971
H 5.3505 1.5330 0.2598
H 5.9826 0.2400 -0.7638
H 3.6674 -0.0659 1.2233
H 4.2969 -1.3472 0.1789
H 2.0422 0.3936 -4.0034
H 2.8234 1.3071 -2.6972
H 0.9003 2.6105 -2.2574
H 0.9037 2.4890 -4.0349
H -2.3876 1.3914 -2.1005
H -1.4639 2.9036 -2.0365
H 0.8773 -1.9077 4.2029
H -0.1487 -0.7542 5.0721
H 1.6263 -0.5158 5.0332
H 3.3937 2.4456 2.2079
H 2.9054 2.3791 0.4827
H 2.1466 3.5543 1.5746
H -3.1102 0.0287 1.2723
H -3.3598 0.4904 -0.4284
H -2.3241 -1.6233 -1.1651
H -1.8214 -1.9757 0.4960
H -3.6764 -3.3559 -0.1218
H -4.7038 -1.8980 -1.8572
H -5.3286 -0.8332 -0.5920
H -5.8936 -2.4950 -0.7023
H -3.5081 -2.3463 2.2437
H -5.0620 -3.0519 1.7853
H -4.8592 -1.3067 1.7889
H -1.6157 -0.4077 -3.2854
H -0.2301 -0.1917 -4.3549
H 0.5161 -1.8562 -2.8256
H -0.2173 -1.0731 -1.4219

Record 4
23
Properties=species:S:1:pos:R:3 method="wB97M-V/def2-TZVPD" homo_lumo_gap_ev=9.306 homo_energy_ev=-12.32 charge=+1 smiles=CSS[C@@]1(O)NCCC[NH2+]1 fmax_ha_per_bohr=0.0708
C -3.3206 1.8978 1.8892
S -2.8817 0.6954 0.6087
S -1.6414 -0.5621 1.5560
C -0.0504 -0.2082 0.4480
O 0.0422 1.5208 0.6313
N 1.1009 -0.8634 0.7693
C 2.3444 -1.0544 -0.0271
C 1.8402 -1.3088 -1.4658
C 0.8171 -0.3331 -1.9311
N -0.3752 -0.3225 -1.0280
H -3.6326 1.2614 2.6979
H -4.2788 2.3074 1.4516
H -2.3440 2.5156 2.0801
H 0.9488 1.6307 0.9551
H 1.1994 -1.1613 1.7173
H 3.0777 -1.8827 0.3625
H 3.0503 -0.1551 0.1377
H 2.7668 -1.1877 -2.1356
H 1.6031 -2.3706 -1.5693
H 1.2188 0.7301 -1.9386
H 0.4538 -0.4960 -2.9010
H -0.9388 0.4922 -1.1188
H -1.0000 -1.1453 -1.1894

Record 5
18
Properties=species:S:1:pos:R:3 method="wB97M-V/def2-TZVPD" homo_lumo_gap_ev=9.994 homo_energy_ev=-9.15 fmax_ha_per_bohr=0.0116
H -1.3743 -1.0010 0.2259
N -1.9845 -1.4213 -0.4636
C -1.7003 -1.1242 -1.6596
N -0.7328 -0.2813 -2.1198
O -2.4511 -1.6389 -2.6571
H 0.0109 -0.0259 -1.4897
H -0.5278 -0.3072 -3.1036
H -3.1473 -2.1675 -2.2460
C 2.1683 0.2244 2.2833
C 1.8435 -0.0219 1.0257
O 0.9079 0.5983 0.2600
C 0.1574 1.6321 0.8605
H 1.7018 0.9887 2.8775
H 2.9353 -0.3552 2.7602
H 2.3267 -0.7966 0.4456
H -0.3914 1.2639 1.7322
H -0.5473 1.9738 0.1045
H 0.8048 2.4597 1.1638

Record 6
128
Properties=species:S:1:pos:R:3 method="wB97M-V/def2-TZVPD" homo_lumo_gap_ev=8.775 homo_energy_ev=-6.57 charge=-1 fmax_ha_per_bohr=0.0416
Cl -0.2556 1.0435 1.3538
O -1.1643 2.1445 1.6275
O -1.0299 -0.0437 0.8105
O 0.7860 1.4740 0.4671
O 0.3191 0.5950 2.6216
C 1.8026 -5.6999 7.8537
O 1.6894 -5.6257 6.4546
C 0.4614 -5.0627 6.0152
C 0.6643 -4.5673 4.5817
N -0.5083 -3.8045 4.1715
C -0.4120 -3.2507 2.8071
C -1.7947 -3.3426 2.1797
O -2.0433 -4.7370 1.9991
C -3.3726 -5.0535 1.6443
H 1.3694 -4.8348 8.3651
H 2.8574 -5.8029 8.1028
H 1.2874 -6.5941 8.2411
H 0.0919 -4.2650 6.6645
H -0.2458 -5.9061 5.9895
H 0.8378 -5.4687 3.9781
H 1.5889 -3.9869 4.5964
H -1.2371 -4.5059 4.0534
H 0.2255 -3.8526 2.1446
H -0.0664 -2.2173 2.7714
H -1.8605 -2.8206 1.2211
H -2.5490 -2.9323 2.8662
H -3.4481 -6.1405 1.7011
H -3.6082 -4.7299 0.6279
H -4.0765 -4.6424 2.3765
C 1.7158 0.0610 -2.2344
O 2.4469 -0.2251 -3.4107
C 3.7314 0.3670 -3.3804
C 4.4863 -0.1634 -4.5736
N 3.9986 0.4875 -5.8091
C 4.5541 -0.1657 -7.0021
C 3.9714 -1.5369 -7.3069
O 2.5874 -1.3684 -7.4924
C 1.8614 -2.5813 -7.5999
H 0.6544 -0.1157 -2.4018
H 1.7226 1.1461 -2.0361
H 2.1318 -0.4479 -1.3648
H 4.2525 0.0968 -2.4519
H 3.6439 1.4580 -3.4274
H 4.3693 -1.2548 -4.5667
H 5.5598 0.0411 -4.5167
H 3.0145 0.2118 -5.8664
H 5.6454 -0.2227 -6.9662
H 4.3190 0.4501 -7.8780
H 4.1892 -2.2523 -6.5013
H 4.4224 -1.9530 -8.2211
H 1.7838 -2.8819 -8.6503
H 0.8556 -2.3623 -7.2423
H 2.3148 -3.3725 -7.0017
C -6.4626 -4.6730 -1.0641
O -5.8489 -3.5175 -0.5867
C -4.7827 -3.0741 -1.3645
C -4.1197 -1.8586 -0.7420
N -4.9161 -0.6638 -0.8982
C -4.2160 0.4708 -0.2961
C -4.9794 1.7546 -0.5372
O -5.2103 1.8745 -1.9348
C -6.1099 2.9093 -2.2332
H -7.3861 -4.8718 -0.5236
H -5.8148 -5.5564 -0.9350
H -6.6981 -4.6000 -2.1348
H -5.0447 -2.7748 -2.3947
H -4.0201 -3.8650 -1.4694
H -3.1052 -1.7785 -1.1638
H -3.9801 -2.0886 0.3191
H -4.9919 -0.4423 -1.8855
H -3.2284 0.6183 -0.7576
H -4.0624 0.3577 0.7773
H -4.4023 2.6269 -0.2081
H -5.9446 1.7603 -0.0089
H -7.1338 2.6111 -1.9846
H -5.9837 3.1658 -3.2837
H -5.8617 3.8184 -1.6659
C -1.3523 4.2873 -6.0324
O -0.6238 4.3812 -4.8347
C 0.2382 3.2880 -4.6509
C 1.3397 3.6786 -3.6989
N 0.7780 3.9875 -2.3869
C 1.8029 4.1026 -1.3369
C 1.2711 4.9071 -0.1863
O 1.2234 6.2615 -0.6119
C 0.8053 7.1226 0.4328
H -1.8504 3.3125 -6.1033
H -0.7049 4.3936 -6.9133
H -2.0949 5.0820 -6.0407
H 0.6576 2.9312 -5.6025
H -0.2938 2.4195 -4.2326
H 1.8756 4.5404 -4.1261
H 2.0587 2.8620 -3.6298
H 0.3845 4.9253 -2.4267
H 2.7256 4.5810 -1.7078
H 2.1378 3.1079 -1.0258
H 1.9528 4.8481 0.6736
H 0.2746 4.5605 0.1060
H 0.6080 8.0958 -0.0123
H 1.6013 7.1653 1.1838
H -0.1292 6.7991 0.9051
C 4.6588 1.2264 2.0398
O 5.8551 1.2530 2.2945
N 4.0705 2.1106 1.1757
N 3.8076 0.3196 2.5924
H 4.5846 2.8675 0.7704
H 3.0676 2.1220 1.0763
H 2.8330 0.2275 2.3521
H 4.0342 -0.2062 3.4270
C 3.0900 -1.5997 5.6703
O 3.9983 -1.4018 4.8839
N 3.3146 -2.1944 6.8984
N 1.7734 -1.3326 5.3886
H 2.5677 -2.1327 7.5674
H 4.2631 -2.1305 7.2198
H 1.5213 -0.6682 4.6762
H 1.0236 -1.8210 5.8452
C -0.6336 3.2402 6.4978
O -0.3948 4.0536 7.3836
N -0.0701 3.3124 5.2559
N -1.5222 2.2047 6.6613
H 0.6032 4.0488 5.1540
H -0.3156 2.7282 4.4766
H -1.5268 1.3977 6.0638
H -1.9585 2.0981 7.5577
O -1.5193 2.4690 -1.5717
H -1.3875 2.3646 -0.6219
H -0.6617 2.8144 -1.8858

Record 7
19
Properties=species:S:1:pos:R:3 method="wB97M-V/def2-TZVPD" homo_lumo_gap_ev="8.054 / 8.055" homo_energy_ev="-8.52 / -8.52" fmax_ha_per_bohr=0.0622
C 0.6987 1.2534 -1.5184
C 0.6919 1.6427 0.8746
C -1.4989 0.4062 -0.5748
C 0.9408 1.0515 2.2715
C -0.5938 -1.6162 -1.5937
C 0.7671 0.6991 -0.2421
N 0.5541 1.6013 -2.6014
N 0.1217 2.7551 0.7371
N -1.5549 -0.6105 -1.3610
S -2.4111 1.3820 0.2807
H 1.9862 1.3171 2.7936
H 0.1770 1.4215 2.8803
H 0.8684 -0.0222 2.1442
H -1.1068 -2.5892 -1.9056
H 0.1219 -1.4473 -2.3666
H -0.2551 -1.8280 -0.5759
H 1.3442 -0.2335 -0.1651
H -0.1228 2.9820 -0.2674
H -2.4764 -0.7685 -1.7278

Record 8
102
Properties=species:S:1:pos:R:3 method="wB97M-V/def2-TZVPD" homo_lumo_gap_ev=6.743 homo_energy_ev=-7.12 fmax_ha_per_bohr=0.0388
Zr -0.0714 -0.1267 0.0705
C 0.0548 -2.2938 -4.0027
C 0.0303 -2.0869 -2.5131
N 0.1966 -0.8849 -2.0388
N 0.6185 0.0386 -2.9489
C 0.1704 1.2405 -2.9410
S -1.1297 1.8601 -2.0505
S 1.0468 2.3311 -4.0625
C -0.3937 2.9065 -5.0623
C -0.7779 1.8455 -6.0365
C -0.1478 1.7678 -7.2735
C -0.4605 0.7542 -8.1606
C -1.4018 -0.2013 -7.8175
C -2.0398 -0.1274 -6.5907
C -1.7295 0.8889 -5.7040
C -0.1639 -3.2214 -1.6325
C 0.1393 -4.5185 -2.0650
C -0.0328 -5.6155 -1.2494
C -0.5401 -5.4493 0.0355
C -0.8606 -4.1914 0.4881
C -0.6703 -3.0410 -0.3093
O -1.0022 -1.8723 0.1556
H -0.4175 -1.4384 -4.4848
H -0.4647 -3.2008 -4.2921
H 1.0845 -2.3262 -4.3575
H -0.0536 3.8117 -5.5599
H -1.1870 3.1252 -4.3485
H 0.5945 2.5097 -7.5311
H 0.0298 0.7087 -9.1231
H -1.6367 -1.0025 -8.5030
H -2.7839 -0.8642 -6.3252
H -2.2253 0.9433 -4.7444
H 0.5512 -4.6665 -3.0521
H 0.2211 -6.6017 -1.6081
H -0.6819 -6.3085 0.6770
H -1.2635 -4.0411 1.4801
Cl 1.8128 -5.1450 5.3675
C 1.3610 -3.7996 4.3824
C 0.5685 -2.7855 4.9434
C 0.1871 -1.7299 4.1628
Cl -0.7820 -0.4473 4.7740
C 0.5694 -1.6042 2.7864
O 0.1681 -0.6150 2.1037
C 1.4296 -2.6320 2.2783
C 1.9121 -2.5314 0.9380
O 1.8044 -1.5430 0.2026
C 1.7841 -3.7322 3.0833
H 0.2651 -2.8426 5.9768
H 2.4638 -3.4159 0.5672
H 2.4050 -4.5100 2.6648
C -4.5157 0.6854 -0.2685
C -4.6931 1.8915 0.4020
C -3.6183 2.5011 1.0084
C -2.3433 1.9130 0.9590
C -2.1384 0.6727 0.2988
C -3.2641 0.0948 -0.3070
C -1.1801 2.5374 1.5810
C -1.2323 3.8187 2.2020
C -0.1429 4.3193 2.8431
C 1.0426 3.5494 2.9175
C 2.1904 3.9645 3.6160
C 3.3170 3.1837 3.6343
C 3.3159 1.9428 2.9800
C 2.2023 1.5014 2.3167
C 1.0370 2.2992 2.2407
N -0.0367 1.8536 1.5486
H -5.3574 0.2159 -0.7579
H -5.6728 2.3496 0.4437
H -3.7817 3.4356 1.5270
H -3.1462 -0.8490 -0.8388
H -2.1350 4.4051 2.1484
H -0.1788 5.2913 3.3168
H 2.1603 4.9049 4.1516
H 4.2022 3.5047 4.1637
H 4.2053 1.3306 3.0087
H 2.1792 0.5246 1.8545
C 4.4817 4.5644 0.6106
N 3.4799 3.9781 -0.2492
N 3.3537 2.6024 -0.3214
C 2.0274 2.2718 -0.5194
O 1.6111 1.0947 -0.5601
C 1.3310 3.5127 -0.6063
C 2.2340 4.5116 -0.4002
C 2.0348 5.9796 -0.3456
C 4.4965 1.8022 -0.4837
C 5.6397 2.3583 -1.0580
C 6.8179 1.6386 -1.0887
C 6.8620 0.3499 -0.5821
C 5.7005 -0.2322 -0.0989
C 4.5168 0.4805 -0.0505
H 5.2174 3.8078 0.8683
H 4.0309 4.9314 1.5348
H 4.9815 5.3894 0.1026
H 0.2858 3.5988 -0.8333
H 1.0214 6.2289 -0.6419
H 2.7365 6.4722 -1.0192
H 2.2133 6.3519 0.6629
H 5.6003 3.3467 -1.4875
H 7.7057 2.0913 -1.5041
H 7.7906 -0.1995 -0.5773
H 5.7194 -1.2488 0.2657
H 3.6142 0.0109 0.3000

Record 9
93
Properties=species:S:1:pos:R:3 method="wB97M-V/def2-TZVPD" homo_lumo_gap_ev=6.477 homo_energy_ev=-4.45 charge=-1 fmax_ha_per_bohr=0.0183
C 11.5149 -3.6682 -0.7639
C 11.0403 -2.9828 0.5189
C 10.8627 -1.4693 0.3346
C 9.7551 -0.8873 1.2250
C 9.4627 0.5892 0.8847
C 8.2576 0.7584 -0.0552
C 7.7306 2.2163 -0.0646
C 6.2877 2.3246 0.4514
C 5.2261 2.0639 -0.6477
C 4.1526 3.1593 -0.7695
C 2.8574 2.8654 0.0100
C 1.5877 3.1747 -0.7860
C 0.3135 2.9130 0.0137
C -0.9645 3.1023 -0.8239
C -2.0379 2.0340 -0.5673
C -3.4221 2.4668 -1.0618
C -4.5721 1.7239 -0.3886
C -5.8867 1.9460 -1.1546
N -7.0373 1.3487 -0.5363
C -7.5010 0.0642 -1.0216
C -6.4155 -0.9728 -1.3565
C -6.1502 -1.9984 -0.2577
C -5.3187 -3.2006 -0.7546
C -4.5631 -3.8526 0.4047
C -4.1209 -5.2934 0.1484
C -3.4469 -5.8947 1.3865
C -2.7035 -7.2160 1.1082
C -7.9493 2.0980 0.2873
C -9.4157 1.8922 -0.2809
O -9.6446 2.5191 -1.3111
O -10.1240 1.1092 0.3624
P -7.8169 3.9554 0.1111
O -8.8833 4.3915 1.2652
Cl -5.9459 4.5128 0.9948
P -8.1110 1.3513 2.0712
O -6.9580 0.2039 1.8732
Br -7.0157 2.7604 3.5416
H 12.5370 -3.3587 -0.9904
H 10.8958 -3.3885 -1.6160
H 11.4993 -4.7537 -0.6751
H 10.0763 -3.4070 0.8049
H 11.7610 -3.1947 1.3081
H 11.7830 -0.9470 0.6037
H 10.6409 -1.2562 -0.7134
H 10.0968 -0.9593 2.2581
H 8.8489 -1.4760 1.0820
H 10.3360 0.9993 0.3727
H 9.2867 1.1528 1.8009
H 7.4774 0.0847 0.3010
H 8.5405 0.4617 -1.0648
H 8.3953 2.8400 0.5317
H 7.7401 2.5853 -1.0905
H 6.1350 1.6251 1.2737
H 6.1420 3.3420 0.8177
H 5.7391 1.9370 -1.6032
H 4.7275 1.1126 -0.4531
H 3.9290 3.3285 -1.8242
H 4.5637 4.0966 -0.3902
H 2.8177 1.8171 0.3152
H 2.8577 3.4560 0.9296
H 1.6273 4.2239 -1.0908
H 1.6061 2.5590 -1.6905
H 0.3605 1.9229 0.4687
H 0.2982 3.6637 0.8076
H -1.3926 4.0808 -0.6029
H -0.7114 3.0845 -1.8861
H -2.0525 1.7411 0.4836
H -1.7302 1.1516 -1.1388
H -3.4702 2.3030 -2.1415
H -3.5446 3.5291 -0.8403
H -4.6808 2.0751 0.6372
H -4.3627 0.6529 -0.3165
H -5.9821 3.0158 -1.3509
H -5.7378 1.4905 -2.1401
H -8.1604 -0.3854 -0.2829
H -8.1305 0.1959 -1.9151
H -6.7793 -1.5277 -2.2286
H -5.4691 -0.5318 -1.6625
H -5.5861 -1.5246 0.5483
H -7.0937 -2.3656 0.1492
H -4.6221 -2.8241 -1.5068
H -5.9963 -3.9282 -1.2046
H -5.2601 -3.8705 1.2518
H -3.7312 -3.2169 0.7126
H -3.4154 -5.3075 -0.6857
H -5.0192 -5.8616 -0.0995
H -2.7376 -5.1479 1.7486
H -4.2058 -6.0143 2.1603
H -2.9569 -7.6011 0.1227
H -1.6287 -7.0552 1.1625
H -2.9575 -7.9603 1.8613
H -9.3121 3.6342 1.6864
H -7.0363 -0.4074 2.6136

Record 10
18
Properties=species:S:1:pos:R:3 method="wB97M-V/def2-TZVPD" homo_lumo_gap_ev=8.460 homo_energy_ev=-7.65 smiles="C=CC/C=C/N.O" fmax_ha_per_bohr=0.0774
C -0.1523 0.5581 -2.5190
C -0.5479 0.4557 -1.2703
C 0.3004 0.2191 -0.0126
C 1.7771 0.4899 -0.1024
C 2.5889 -0.4833 0.3686
N 3.9301 -0.5102 0.1518
H -0.8853 0.6306 -3.3313
H 0.8955 0.5988 -2.8972
H -1.6306 0.3462 -0.9410
H -0.0970 0.7887 0.8877
H 0.1845 -0.8431 0.2976
H 1.9818 1.4253 -0.5299
H 2.0999 -1.2019 0.9435
H 4.4279 -1.3500 0.5261
H 4.4332 0.2976 -0.0782
O -6.6469 -0.2555 3.1199
H -6.0602 -1.0507 3.2962
H -6.5992 -0.1151 2.0904

Taking the records one at a time from the top gives ΔE to the lowest compared entry with this formula, charge and spin values of 4.195, 1.520, 0.141, 2.767, 2.242, 0.000, 2.960, 1.025, 0.000, 2.918 eV.